(1)
Below is a cluster of 2 separate species, C3O4S in total at a distorted geometry, with properties calculated with ωB97M-V/def2-TZVPD.

XYZ file:
```
8
Properties=species:S:1:pos:R:3:lowdin_charge:R:1
S -1.496 1.560 1.231 0.317
O 1.323 1.770 -0.372 -0.120
O 0.283 0.453 -1.982 -0.108
O 1.245 -1.274 1.097 0.026
O -0.864 -1.981 0.659 -0.017
C 0.414 1.010 -0.861 -0.830
C -0.382 0.668 0.360 -0.586
C 0.094 -1.290 0.877 -0.682
```

Results
Maximum force, eV Å⁻¹: 3.97
Energy relative to the best compared isomer or geometry (same formula, charge and spin), kcal per mole: 23.4
Highest occupied orbital energy, hartree: 0.04307
E_LUMO, eV: 5.92
Orbital gap, eV: 4.7477
Electronic energy, eV: -22134.63862
Total charge: -2

(2)
Below is a cluster of 6 separate species, C9H22F3N8O10 in total, with properties calculated with ωB97M-V/def2-TZVPD.

XYZ file:
```
52
Properties=species:S:1:pos:R:3:lowdin_charge:R:1
F -3.511 -1.590 1.237 0.225
F -2.997 -1.773 3.302 0.208
F -1.644 -2.493 1.792 0.167
O 4.308 3.622 -2.404 0.085
O 3.558 -2.275 -3.744 0.045
O -4.988 3.452 1.263 0.068
O 1.291 -3.856 -1.481 0.024
O 0.916 -5.973 -1.686 0.116
O 4.017 1.813 -1.264 0.049
O 1.700 0.657 0.314 0.004
O -3.488 4.569 2.322 0.049
O 0.442 0.112 -1.342 0.067
O 3.919 -2.701 -5.825 0.084
N 1.454 -0.008 -0.682 -0.432
N -1.909 -0.245 2.029 0.105
N 0.372 -0.763 2.396 0.276
N -4.497 4.496 1.644 -0.429
N -0.503 1.383 2.836 0.101
N 0.748 -4.903 -1.158 -0.422
N 3.410 -2.943 -4.754 -0.437
N 3.921 3.016 -1.430 -0.441
C -5.177 5.760 1.251 0.063
C 2.546 -4.154 -4.674 0.054
C 3.275 3.815 -0.352 0.048
C -0.200 -4.804 -0.014 0.050
C -2.524 -1.538 2.091 -0.654
C -0.651 0.050 2.430 -0.309
C -1.652 2.030 2.139 -0.120
C 2.456 -1.020 -1.118 0.045
C -2.754 0.980 2.172 -0.058
H 3.290 -0.973 -0.429 0.103
H 2.422 4.318 -0.797 0.101
H 1.747 -4.020 -5.397 0.105
H -4.617 6.588 1.667 0.100
H -3.434 1.089 1.322 0.133
H 4.004 4.547 -0.016 0.102
H 2.979 3.137 0.440 0.079
H -3.331 0.933 3.105 0.146
H 1.252 -0.442 2.780 0.154
H 0.347 -1.639 1.895 0.131
H -0.677 1.401 3.846 0.160
H -5.199 5.783 0.165 0.107
H -0.622 -5.780 0.198 0.103
H -0.966 -4.093 -0.310 0.096
H 1.966 -1.991 -1.119 0.058
H 3.163 -5.002 -4.955 0.106
H 2.762 -0.762 -2.128 0.090
H -6.189 5.711 1.643 0.108
H 0.372 -4.429 0.830 0.094
H 2.175 -4.246 -3.661 0.056
H -1.350 2.151 1.091 0.138
H -1.934 3.002 2.538 0.105
```

Results
Maximum force, eV Å⁻¹: 0.80
Highest occupied orbital energy, hartree: -0.46708
E_LUMO, eV: -3.25
Orbital gap, eV: 9.4562
Electronic energy, eV: -50218.65572
Total charge: +1

(3)
Below is a cluster of 6 separate species, C5H21NO7 in total at a distorted geometry, with properties calculated with ωB97M-V/def2-TZVPD.

XYZ file:
```
34
Properties=species:S:1:pos:R:3:lowdin_charge:R:1
O 3.214 2.877 -0.319 -0.074
O -1.859 2.231 1.436 0.044
O -2.589 -0.577 -1.208 -0.076
O 1.233 -2.416 -2.431 0.038
O 2.613 -3.088 -0.456 -0.064
O 0.571 3.454 -0.569 -0.041
O 1.947 0.641 -2.336 0.020
N -1.071 -0.308 2.339 -0.076
C -1.509 -2.395 0.112 -0.072
C -2.221 1.265 0.867 -0.234
C -1.474 -0.103 0.991 -0.309
C -2.323 -1.162 0.146 -0.361
C -0.443 0.715 3.164 -0.123
H -1.760 -0.639 -1.709 0.081
H 0.756 3.108 -1.439 0.029
H 2.124 0.708 -3.226 0.006
H -1.160 1.545 3.518 0.103
H -0.253 3.932 -0.556 0.043
H 2.057 -2.810 -1.193 -0.062
H -3.077 1.359 0.163 0.121
H -1.981 -3.039 -0.694 0.105
H -1.489 -2.959 1.021 0.073
H 0.479 1.103 2.746 0.084
H 2.470 1.351 -2.059 -0.010
H -0.154 0.150 3.989 0.047
H -3.388 -1.203 0.567 0.167
H 3.784 2.671 0.439 0.048
H 0.991 -2.894 -3.192 0.065
H 1.396 -1.536 -2.499 -0.020
H 3.519 -2.883 -0.507 -0.004
H 2.546 3.491 0.033 0.021
H -2.043 -0.394 2.735 0.138
H -0.482 0.080 0.259 0.204
H -0.425 -2.276 -0.134 0.087
```

Results
Maximum force, eV Å⁻¹: 5.51
Energy relative to the best compared isomer or geometry (same formula, charge and spin), kcal per mole: 92.7
SMILES: CN[C@H](C=O)[C@H](C)O.O.O.O.O.O
Highest occupied orbital energy, hartree: -0.30181
E_LUMO, eV: 0.18
Orbital gap, eV: 8.3919
Electronic energy, eV: -21345.60655

(4)
Below is a cluster of 2 separate species, C23H20N2O in total at a distorted geometry, with properties calculated with ωB97M-V/def2-TZVPD.

XYZ file:
```
46
Properties=species:S:1:pos:R:3:lowdin_charge:R:1
O 3.375 0.256 -2.753 -0.001
N -1.759 1.674 2.121 -0.078
N -1.772 1.224 4.346 0.024
C -1.729 0.188 -0.496 0.115
C 2.046 0.303 -2.333 -0.204
C -1.436 3.518 5.308 -0.089
C -1.598 2.846 2.779 -0.183
C -2.849 -0.639 -0.761 -0.178
C 5.863 -0.603 -0.202 -0.072
C -2.768 -1.954 -1.316 -0.017
C -1.868 0.697 3.079 -0.289
C -4.143 -0.140 -0.426 0.014
C 5.127 0.152 -1.114 -0.004
C -0.158 -0.635 -2.289 0.018
C 1.659 1.326 -1.452 0.035
C 0.422 1.250 -0.854 0.040
C 5.785 -1.999 -0.221 -0.085
C -1.600 2.565 4.190 -0.420
C 4.947 -2.648 -1.131 -0.074
C -3.927 -2.659 -1.625 -0.063
C -0.520 0.239 -1.217 -0.168
C 4.155 -1.909 -2.011 -0.011
C -5.191 -2.128 -1.324 -0.047
C 4.243 -0.516 -1.967 -0.247
C -5.288 -0.871 -0.707 -0.057
C 1.142 -0.677 -2.758 0.020
H 0.134 1.976 -0.092 0.129
H 6.391 -2.585 0.471 0.106
H -1.788 -2.412 -1.464 0.109
H -1.334 4.535 4.913 0.063
H -2.306 3.491 5.978 0.067
H -4.208 0.845 0.040 0.129
H -0.536 3.284 5.896 0.067
H -1.831 0.916 0.305 0.066
H -6.096 -2.683 -1.574 0.113
H -3.853 -3.632 -2.112 0.111
H 2.367 2.120 -1.222 0.133
H -2.012 -0.355 2.853 0.066
H -0.906 -1.291 -2.724 0.105
H 6.515 -0.094 0.508 0.110
H 1.474 -1.454 -3.446 0.125
H -1.485 3.819 2.323 0.068
H 5.198 1.239 -1.162 0.123
H -6.267 -0.462 -0.455 0.114
H 3.478 -2.381 -2.725 0.111
H 4.908 -3.736 -1.172 0.107
```

Results
Maximum force, eV Å⁻¹: 2.95
Energy relative to the best compared isomer or geometry (same formula, charge and spin), kcal per mole: 111.0
Highest occupied orbital energy, hartree: -0.21545
E_LUMO, eV: -2.82
Orbital gap, eV: 3.0469
Electronic energy, eV: -29199.33765

(5)
Below is a cluster of 4 separate species, C9H16NO12S in total at a distorted geometry, with properties calculated with ωB97M-V/def2-TZVPD.

XYZ file:
```
39
Properties=species:S:1:pos:R:3:lowdin_charge:R:1
S 5.536 4.855 13.214 0.554
O 1.356 10.516 10.376 -0.067
O 4.857 5.372 11.845 -0.264
O 6.902 5.163 13.240 -0.250
O 0.376 5.703 13.059 0.063
O 1.260 10.227 8.301 -0.108
O 4.239 3.432 9.144 0.067
O 2.402 3.094 10.427 0.113
O -1.406 6.104 14.328 0.086
O 4.697 5.262 14.272 -0.272
O 0.285 7.609 14.043 0.084
O 1.278 8.528 9.623 -0.090
O 2.302 4.508 8.837 0.070
N 1.448 9.729 9.453 -0.661
C 3.047 3.688 9.505 -0.606
C 5.345 3.150 13.064 -0.083
C 1.661 6.170 12.877 -0.142
C 1.532 7.683 13.245 -0.013
C 5.377 6.500 11.159 -0.244
C 1.143 3.462 10.497 -0.142
C -0.297 6.463 13.897 -0.606
C 1.067 4.616 9.409 -0.093
C 4.282 7.040 10.064 -0.012
H 0.415 4.217 8.574 0.138
H 5.494 2.959 12.211 -0.061
H 3.963 6.137 9.537 0.054
H 3.594 7.481 10.754 0.031
H 6.461 6.439 10.783 0.136
H 2.325 7.848 14.084 0.156
H 5.356 7.377 11.830 0.107
H 1.997 6.289 11.858 0.101
H 0.882 3.842 11.400 0.077
H 0.738 5.749 9.713 0.186
H 4.273 3.049 13.028 0.085
H 0.489 2.571 10.251 0.157
H 2.430 5.675 13.507 0.120
H 5.932 2.511 13.754 0.120
H 4.715 7.926 9.509 0.108
H 1.564 8.472 12.543 0.098
```

Results
Maximum force, eV Å⁻¹: 12.80
Energy relative to the best compared isomer or geometry (same formula, charge and spin), kcal per mole: 38.3
Highest occupied orbital energy, hartree: -0.17525
E_LUMO, eV: 2.28
Orbital gap, eV: 7.0498
Electronic energy, eV: -46481.82710
Total charge: -1

(6)
Below is a cluster of 2 separate species, C7H13N3O2 in total at a distorted geometry, with properties calculated with ωB97M-V/def2-TZVPD.

XYZ file:
```
25
Properties=species:S:1:pos:R:3:lowdin_charge:R:1
O 0.147 1.601 3.280 0.133
O 1.373 0.655 1.656 0.100
N 1.959 -0.670 -0.192 0.035
N -0.273 0.346 0.066 -0.172
N -1.234 1.967 -2.003 -0.057
C 1.413 -1.963 0.192 -0.192
C -0.829 -0.971 0.387 -0.173
C -0.739 1.348 1.006 -0.056
C -0.498 0.871 -2.004 -0.090
C -0.033 -2.082 -0.284 -0.156
C 1.179 0.425 0.243 -0.353
C 0.283 1.246 2.149 -0.472
H -0.664 2.343 0.556 0.127
H 1.523 1.327 -0.285 0.158
H 2.049 -2.741 -0.230 0.118
H -0.458 -3.051 -0.021 0.114
H -0.071 -1.958 -1.368 0.106
H -1.870 -0.975 0.053 0.124
H -0.818 -1.139 1.476 0.132
H -0.774 2.861 -1.910 0.076
H 1.460 -2.032 1.283 0.122
H 2.062 -0.618 -1.198 0.121
H -2.254 2.028 -2.015 0.096
H -1.760 1.177 1.342 0.139
H -1.174 0.005 -2.179 0.021
```

Results
Maximum force, eV Å⁻¹: 1.07
Energy relative to the best compared isomer or geometry (same formula, charge and spin), kcal per mole: 60.8
Highest occupied orbital energy, hartree: -0.28298
E_LUMO, eV: 0.67
Orbital gap, eV: 8.3678
Electronic energy, eV: -16032.85673

(7)
Below is the ion C4H7Cl3N3O with charge +1 at a distorted geometry, with properties calculated with ωB97M-V/def2-TZVPD.

XYZ file:
```
18
Properties=species:S:1:pos:R:3:lowdin_charge:R:1
Cl 2.507 -0.719 3.267 0.737
Cl 0.920 -2.850 2.097 0.667
Cl 3.253 -1.664 0.536 0.626
O 0.411 -0.541 -0.015 0.047
N 0.349 -1.897 -0.506 -0.014
N 0.884 0.982 1.565 0.072
N -1.510 -1.446 -1.884 0.131
C 1.037 -0.239 1.106 -0.410
C 1.854 -1.299 1.778 -1.350
C -0.614 -2.208 -1.439 -0.275
C 0.035 2.004 0.981 0.050
H -0.671 1.555 0.416 0.073
H 0.638 2.688 0.564 0.082
H 1.561 1.307 2.328 0.171
H -2.202 -1.882 -2.444 0.048
H -0.539 -3.232 -1.674 0.126
H 1.232 -2.464 -0.538 0.095
H -0.545 2.255 1.853 0.124
```

Results
Maximum force, eV Å⁻¹: 4.36
Energy relative to the best compared isomer or geometry (same formula, charge and spin), kcal per mole: 21.3
SMILES: [H]/N=C/NO/C(=[NH+]\C)C(Cl)(Cl)Cl
Highest occupied orbital energy, hartree: -0.49206
E_LUMO, eV: -4.97
Orbital gap, eV: 8.4219
Electronic energy, eV: -48336.08916
Total charge: +1